{
  "formula": "C6H8S2",
  "method": "ωB97M-V with the def2-TZVPD basis set",
  "e_above_lowest_kcal_mol": 200.3,
  "e_homo_ha": -0.3208,
  "orbital_gap_ev": 8.20,
  "total_charge": 0,
  "fmax_ev_per_a": 6.5,
  "symbols": ["C", "C", "C", "C", "C", "C", "H", "H", "H", "H", "H", "H", "H", "H", "S", "S"],
  "positions_angstrom": [[-0.317, -0.364, 1.824], [0.203, 0.088, 0.527], [-0.576, 1.829, -0.928], [-1.003, 0.516, -0.354], [1.217, -1.083, -0.105], [1.032, -1.220, -1.564], [0.496, -0.912, 2.408], [-0.841, -1.468, 1.574], [-1.059, 0.028, 2.551], [-0.269, 2.159, -2.100], [-1.133, 2.766, -0.538], [1.925, -1.863, 0.972], [0.351, -0.261, -2.657], [1.635, -2.016, -1.779], [0.801, 1.867, 0.351], [-2.461, -0.065, -0.183]],
  "atomic_forces_ev_per_a": [[-0.1011, -6.1528, 2.1048], [0.8890, -0.1340, -1.2104], [1.2685, 4.0333, -0.9154], [0.6986, -0.1422, -0.0106], [-2.5359, 1.4702, -1.8891], [-0.6705, 3.3926, 4.5650], [-0.4784, 1.4338, -0.2516], [0.8451, 2.7701, 0.1920], [0.7123, 0.8565, -1.0909], [-0.7417, -1.7213, 3.1333], [-0.1593, -1.9361, -1.1236], [-2.2529, 2.3218, -4.0507], [2.1245, -3.1428, 3.8200], [1.2565, -1.9278, -2.3225], [0.3195, -0.8632, -0.4151], [-1.1742, -0.2582, -0.5352]],
  "nbo_charge": [-0.6676, -0.2662, -0.5965, -0.1297, -0.2035, -0.3816, 0.2198, 0.2358, 0.2581, 0.2589, 0.2537, 0.2677, 0.2477, 0.1792, 0.1742, 0.1502]
}

{
  "formula": "C35H69BN3O8",
  "method": "ωB97M-V with the def2-TZVPD basis set",
  "e_homo_ha": -0.3837,
  "orbital_gap_ev": 5.85,
  "total_charge": 1,
  "fmax_ev_per_a": 4.9,
  "symbols": ["C", "N", "C", "B", "O", "C", "C", "C", "C", "N", "C", "N", "H", "H", "H", "H", "H", "H", "H", "H", "H", "H", "H", "H", "H", "C", "C", "C", "O", "C", "H", "H", "H", "H", "H", "H", "H", "H", "C", "C", "C", "O", "C", "H", "H", "H", "H", "H", "H", "H", "H", "C", "C", "C", "O", "C", "H", "H", "H", "H", "H", "H", "H", "H", "C", "C", "C", "O", "C", "H", "H", "H", "H", "H", "H", "H", "H", "C", "C", "C", "O", "C", "H", "H", "H", "H", "H", "H", "H", "H", "C", "C", "C", "O", "C", "H", "H", "H", "H", "H", "H", "H", "H", "C", "C", "C", "O", "C", "H", "H", "H", "H", "H", "H", "H", "H"],
  "positions_angstrom": [[4.511, 2.011, -4.593], [3.971, 3.236, -3.926], [4.003, 4.442, -4.812], [2.640, 3.013, -3.287], [2.661, 2.304, -2.009], [1.205, 3.541, -3.928], [0.199, 4.348, -3.004], [-1.130, 4.871, -3.662], [-1.391, 4.575, -5.169], [-0.464, 3.803, -5.965], [0.773, 3.303, -5.406], [1.637, 2.526, -6.323], [4.330, 1.074, -3.933], [5.666, 2.110, -4.649], [4.109, 1.824, -5.648], [3.266, 4.421, -5.687], [5.065, 4.547, -5.237], [3.756, 5.350, -4.153], [3.581, 2.486, -1.674], [0.424, 4.579, -1.906], [-1.854, 5.455, -3.004], [-2.332, 4.967, -5.688], [-0.665, 3.625, -6.960], [1.069, 2.153, -7.106], [1.959, 1.698, -5.794], [-1.737, 2.228, 0.182], [-0.438, 2.755, 0.754], [-0.927, 3.856, 1.678], [-2.224, 3.458, 2.147], [-2.673, 2.342, 1.368], [-1.664, 1.210, -0.206], [-2.079, 2.881, -0.629], [0.057, 1.972, 1.337], [0.264, 3.111, -0.003], [-1.040, 4.805, 1.141], [-0.261, 4.014, 2.529], [-2.620, 1.450, 2.001], [-3.713, 2.497, 1.070], [2.324, 6.563, 4.819], [2.670, 5.362, 5.670], [2.078, 4.224, 4.865], [2.141, 4.614, 3.485], [2.471, 6.008, 3.417], [2.961, 7.430, 5.003], [1.285, 6.857, 4.998], [3.758, 5.252, 5.731], [2.276, 5.415, 6.687], [1.025, 4.061, 5.119], [2.619, 3.285, 5.006], [3.505, 6.091, 3.064], [1.817, 6.506, 2.697], [-0.434, -1.742, -3.128], [0.107, -0.727, -2.146], [1.370, -0.261, -2.837], [1.136, -0.368, -4.251], [-0.069, -1.119, -4.461], [-1.505, -1.927, -3.024], [0.092, -2.695, -3.004], [-0.595, 0.108, -2.051], [0.291, -1.133, -1.150], [2.220, -0.907, -2.589], [1.629, 0.772, -2.584], [-0.844, -0.421, -4.798], [0.093, -1.864, -5.243], [-3.123, -2.834, 2.579], [-2.580, -1.818, 3.556], [-1.313, -1.358, 2.862], [-1.548, -1.467, 1.450], [-2.756, -2.216, 1.245], [-4.194, -3.016, 2.683], [-2.600, -3.788, 2.706], [-3.280, -0.981, 3.648], [-2.396, -2.222, 4.553], [-0.466, -2.005, 3.113], [-1.050, -0.327, 3.111], [-3.529, -1.518, 0.905], [-2.596, -2.965, 0.466], [4.662, -2.910, 0.133], [3.240, -2.405, 0.226], [2.440, -3.658, -0.067], [3.216, -4.766, 0.407], [4.539, -4.304, 0.714], [5.385, -2.289, 0.665], [4.968, -2.967, -0.917], [3.035, -2.061, 1.245], [3.018, -1.587, -0.462], [2.289, -3.790, -1.144], [1.464, -3.655, 0.424], [4.645, -4.291, 1.804], [5.276, -4.997, 0.301], [1.849, -7.342, -0.099], [1.559, -8.820, -0.242], [0.043, -8.844, -0.249], [-0.389, -7.605, -0.829], [0.737, -6.722, -0.921], [2.843, -7.055, -0.443], [1.750, -7.044, 0.949], [1.942, -9.182, -1.201], [1.991, -9.431, 0.552], [-0.359, -8.895, 0.769], [-0.361, -9.680, -0.825], [1.019, -6.647, -1.977], [0.455, -5.729, -0.564], [-7.144, 0.355, 3.989], [-6.796, -0.848, 4.836], [-7.393, -1.985, 4.030], [-7.335, -1.591, 2.652], [-7.004, -0.197, 2.585], [-6.506, 1.221, 4.172], [-8.183, 0.650, 4.173], [-5.708, -0.960, 4.891], [-7.186, -0.797, 5.854], [-8.444, -2.147, 4.289], [-6.852, -2.925, 4.167], [-5.971, -0.115, 2.227], [-7.661, 0.302, 1.869]],
  "atomic_forces_ev_per_a": [[1.5449, -0.9556, 0.5819], [-2.3247, -0.1434, -0.9700], [0.5052, 0.6659, -0.0046], [1.0603, -0.9258, 1.1770], [0.8805, 2.6529, -2.1766], [-3.7432, 1.7152, -0.0574], [-0.7039, -0.9655, -4.7254], [2.5831, -2.0555, -2.4202], [1.5473, 0.0829, 3.1830], [1.0589, 0.8387, 3.8033], [0.1732, -0.0997, 0.8881], [-2.8134, 0.7283, 2.0982], [0.0862, 1.5836, -1.1415], [-1.9125, -0.1396, -0.1223], [0.4989, 0.3639, 1.4029], [1.0243, -0.1338, 1.0907], [-1.5924, -0.0018, 0.6598], [0.5136, -1.2116, -1.1292], [-1.1210, -0.5415, -0.3377], [-0.2807, -0.5187, -1.8378], [0.9497, -0.9073, -1.4167], [1.6623, -0.7674, 0.7788], [0.0781, 0.1730, 0.7888], [0.5577, 0.4078, 0.5005], [0.0175, 0.4923, -0.2862], [-0.1423, -0.0706, -0.4141], [0.2753, -0.1723, 0.1668], [-0.0934, 0.2652, 0.2620], [0.2323, -0.1265, -0.3598], [-0.1749, -0.0933, 0.3474], [-0.0365, 0.0418, 0.0981], [-0.0319, -0.0308, 0.0066], [0.0188, 0.0747, -0.0901], [0.0317, -0.0370, 0.0822], [0.0824, 0.0599, -0.0297], [-0.0900, 0.0391, -0.0513], [-0.0454, -0.0902, -0.1132], [0.0341, 0.0506, 0.1001], [-0.3231, 0.3909, 0.0282], [0.3777, -0.1391, 0.2715], [-0.2614, -0.2632, -0.0470], [0.0292, 0.1956, 0.1695], [0.2050, -0.0984, -0.2764], [-0.0479, -0.0686, -0.0415], [0.0896, 0.0222, -0.0260], [-0.0862, -0.0144, 0.0397], [0.0188, -0.0291, -0.0922], [0.0219, -0.0399, 0.0898], [-0.0510, 0.0383, -0.1236], [-0.0125, 0.1029, -0.0130], [0.0010, -0.1172, -0.0149], [-0.0229, -0.4441, -0.0174], [-0.1696, 0.2317, 0.2603], [0.3161, 0.2256, 0.1228], [-0.1071, 0.1292, -0.0712], [-0.1234, 0.0567, -0.3120], [0.0905, 0.0101, -0.0386], [-0.0870, 0.0479, -0.0385], [0.0534, -0.0381, 0.0568], [-0.0405, 0.0583, -0.0530], [0.0182, 0.0097, 0.0554], [-0.1966, -0.7123, -0.1669], [-0.0989, -0.0662, -0.0167], [0.0759, 0.1118, 0.0072], [-0.0648, -0.5203, -0.0254], [-0.1744, 0.3515, 0.3118], [0.3817, 0.0129, -0.0514], [-0.1503, -0.0683, 0.1769], [-0.0998, 0.1877, -0.3298], [0.0679, 0.0326, -0.0567], [-0.0764, 0.0489, -0.0348], [0.0539, -0.0288, 0.0395], [0.0144, 0.0499, -0.0784], [0.0064, 0.0387, 0.0910], [0.0305, -0.0296, -0.1039], [-0.0763, -0.0778, -0.0189], [0.0773, 0.0999, 0.0032], [0.3802, 0.0596, -0.3208], [-0.2243, 0.3446, 0.3012], [-0.1604, -0.2869, -0.1444], [0.1615, 0.5387, -0.0428], [-0.0123, -0.2484, 0.2936], [-0.0433, -0.0757, -0.0249], [0.0271, 0.0015, 0.0803], [-0.0276, 0.0120, -0.0931], [-0.0162, -0.0497, 0.0438], [-0.0817, 0.0720, -0.0455], [0.0524, -0.0920, -0.0126], [0.1034, 0.0147, -0.0249], [-0.1257, -0.0437, 0.0267], [0.2038, 0.0926, 0.3055], [0.1258, -0.3307, -0.2505], [-0.3157, -0.0542, 0.1378], [0.2829, -0.0105, 0.0692], [-0.1388, 0.0184, -0.2585], [-0.1534, 0.0088, 0.0729], [0.0804, 0.0453, -0.1178], [-0.0256, -0.0312, 0.0810], [-0.0578, 0.0384, -0.0542], [0.0285, -0.0982, 0.0091], [-0.0744, 0.1267, 0.0020], [0.0698, 0.0874, -0.0055], [-0.1047, -0.0757, -0.0287], [-0.2967, 0.3843, 0.0301], [0.3605, -0.1313, 0.2855], [-0.2740, -0.2212, -0.1028], [0.1156, 0.2283, 0.2193], [0.1308, -0.1505, -0.2663], [-0.0435, -0.0581, -0.0362], [0.0920, 0.0186, -0.0301], [-0.0637, -0.0140, 0.0453], [0.0271, -0.0304, -0.0840], [0.0391, -0.0466, 0.0854], [-0.0565, 0.0268, -0.1154], [0.0250, 0.1149, -0.0210], [0.0210, -0.1300, -0.0163]],
  "mulliken_charge": [-0.8547, -0.0761, -0.7322, 0.1896, -0.3339, 0.8424, -0.3552, -0.5581, -0.2686, -0.0536, -0.1881, -0.4352, 0.2395, 0.3353, 0.2408, 0.2005, 0.2610, 0.2632, 0.2326, 0.2977, 0.3706, 0.3572, 0.3054, 0.3301, 0.2362, 0.2148, -0.0447, -0.1747, -0.4589, -0.2421, -0.1147, 0.1855, 0.2002, -0.0076, 0.2657, -0.0734, -0.0617, 0.3022, -0.5760, -0.5515, -0.4373, -0.3662, -0.3226, 0.3437, 0.2630, 0.2633, 0.3235, 0.2607, 0.3108, 0.2721, 0.2452, -0.6831, 0.1510, 0.5869, -0.3746, -0.5818, 0.4240, 0.1992, -0.2465, 0.4318, -0.0718, -0.3142, 0.2593, 0.3644, -0.4907, -0.3231, -0.5267, -0.2901, -0.4295, 0.2654, 0.3217, 0.0124, 0.3900, 0.3229, 0.2180, 0.2027, 0.2793, -0.6663, -0.0578, -0.1329, -0.3405, -0.5833, 0.3707, 0.2853, 0.2764, -0.0435, 0.1623, 0.1279, 0.2994, 0.2944, -0.2306, -0.6096, -0.4904, -0.4264, -0.0688, 0.2718, 0.2125, 0.2791, 0.3491, 0.2656, 0.3075, 0.1768, -0.0087, -0.5664, -0.2759, -0.4644, -0.4386, -0.0313, 0.3253, 0.2837, 0.0499, 0.3454, 0.3079, 0.2778, -0.1063, 0.3104]
}

{
  "formula": "C5H6Cl2CoN2O4Sm",
  "method": "ωB97M-V with the def2-TZVPD basis set",
  "e_above_lowest_kcal_mol": 0.0,
  "e_homo_ha": [-0.9008, -0.9391],
  "s2": 24.799,
  "orbital_gap_ev": [7.31, 6.36],
  "total_charge": 4,
  "multiplicity": 10,
  "fmax_ev_per_a": 12.5,
  "symbols": ["Co", "Sm", "Cl", "Cl", "C", "C", "C", "O", "O", "O", "C", "N", "C", "N", "O", "H", "H", "H", "H", "H", "H"],
  "positions_angstrom": [[-0.615, 0.749, -3.538], [-0.553, 1.039, -0.849], [1.359, 0.145, -2.412], [-1.977, -0.746, -2.121], [-2.924, 0.878, 0.661], [0.179, 2.132, -4.253], [-2.059, 1.234, -4.404], [-3.892, 0.718, 1.263], [0.963, 2.793, -4.796], [-2.900, 1.430, -5.182], [2.516, -0.125, 2.966], [1.407, -1.044, 2.672], [0.463, -0.952, 1.745], [-0.445, -1.964, 1.673], [0.306, 0.018, 0.882], [2.506, 0.748, 2.303], [3.464, -0.672, 2.867], [2.447, 0.189, 4.016], [1.353, -1.916, 3.200], [-1.197, -1.910, 0.993], [-0.400, -2.746, 2.312]],
  "atomic_forces_ev_per_a": [[2.1130, -7.1488, 2.4668], [-0.0158, 0.0161, 2.6544], [-0.6982, 0.4953, -0.0023], [0.6258, 1.0243, 0.1053], [-3.9861, -0.5524, 2.5046], [7.6101, 8.0458, -4.9047], [-9.8954, 1.9699, -7.3411], [3.9900, 0.6709, -2.5049], [-4.0502, -3.0424, 2.4681], [4.2364, -0.8050, 4.0443], [-1.0829, 0.1264, -1.0578], [2.1780, 0.5285, 1.2580], [-3.7470, 0.3439, -3.6529], [1.8409, 1.3717, 0.7609], [0.8196, -1.2146, 1.6731], [-0.1689, -0.3427, 0.1528], [0.1988, -0.3688, 0.1908], [0.0048, -0.1581, 0.4467], [0.4058, -0.0962, 0.5571], [-0.0592, -0.2760, 0.0472], [-0.3197, -0.5880, 0.1336]],
  "mulliken_spin": [2.5741, 5.0132, 0.1278, 0.1000, -0.0010, 0.0750, 0.0798, -0.0004, 0.0154, 0.0187, 0.0759, 0.5632, -0.0783, 0.3974, -0.0282, 0.0039, 0.0573, 0.0596, -0.0286, -0.0140, -0.0109]
}

- What is the formula in the first record?
  C6H8S2